# 1
A structure of composition C53H46GeN6O4SeZr. Source: the OMol25 dataset; level of theory: ωB97M-V/def2-TZVPD.

Calculated values
- HOMO-LUMO gap: 7.55 eV
- DFT total energy: -195988.415 eV
- Relative energy (zero: lowest compared OMol25 entry of this formula, charge and spin): 0.00 kJ/mol

Geometry as ORCA input:
```
! wB97M-V def2-TZVPD RIJCOSX def2/J DEFGRID3
* xyz 0 1
Zr -0.11 -0.71 1.77
N -2.81 0.37 3.52
C -2.11 -0.44 4.40
C -2.36 -0.32 5.77
C -1.64 -1.11 6.64
C -0.72 -2.02 6.13
C -0.53 -2.06 4.77
N -1.18 -1.26 3.91
C -3.34 -0.07 2.30
C -4.70 0.12 2.06
C -5.24 -0.34 0.89
C -4.41 -1.01 0.00
C -3.08 -1.16 0.32
N -2.54 -0.68 1.44
H -3.37 1.08 3.96
H -3.12 0.37 6.12
H -1.82 -1.03 7.71
H -0.15 -2.67 6.78
H 0.17 -2.75 4.33
H -5.31 0.63 2.81
H -6.29 -0.20 0.67
H -4.79 -1.42 -0.93
H -2.40 -1.67 -0.35
C 3.61 -3.19 3.02
C 4.31 -2.38 3.91
C 3.77 -1.17 4.28
C 2.53 -0.78 3.77
N 1.87 -1.56 2.89
C 2.41 -2.73 2.54
C 1.84 0.47 4.15
C 2.40 1.31 5.13
C 1.73 2.45 5.53
C 0.50 2.74 4.95
C -0.03 1.90 3.98
C 0.62 0.74 3.53
H 3.99 -4.15 2.71
H 5.27 -2.69 4.31
H 4.30 -0.53 4.97
H 1.84 -3.31 1.83
H 3.35 1.08 5.59
H 2.15 3.10 6.28
H -0.05 3.62 5.26
H -1.00 2.17 3.56
O 1.22 -1.80 0.32
C 0.56 -1.47 -0.70
O -0.44 -0.71 -0.54
C 0.97 -2.01 -2.04
C 0.15 -1.50 -3.21
Ge 0.13 0.42 -3.60
C -0.08 0.55 -5.55
C 0.86 -0.05 -6.38
C 0.75 0.04 -7.76
C -0.30 0.74 -8.33
C -1.24 1.35 -7.52
C -1.13 1.26 -6.13
C 1.83 1.32 -3.22
C 2.76 0.91 -2.27
C 4.00 1.52 -2.16
C 4.32 2.59 -2.98
C 3.40 3.04 -3.91
C 2.17 2.40 -4.04
C -1.38 1.38 -2.83
C -2.65 0.79 -2.84
C -3.76 1.50 -2.41
C -3.63 2.81 -1.98
C -2.38 3.41 -1.98
C -1.26 2.69 -2.39
H 0.88 -3.10 -1.95
H 2.04 -1.82 -2.17
H -0.90 -1.81 -3.11
H 0.51 -1.97 -4.13
H 1.70 -0.59 -5.95
H 1.49 -0.44 -8.40
H -0.39 0.81 -9.41
H -2.07 1.90 -7.95
H -1.87 1.74 -5.51
H 2.52 0.11 -1.57
H 4.71 1.17 -1.42
H 5.29 3.07 -2.90
H 3.64 3.88 -4.56
H 1.48 2.74 -4.80
H -2.77 -0.23 -3.17
H -4.73 1.02 -2.41
H -4.49 3.36 -1.63
H -2.27 4.43 -1.64
H -0.29 3.17 -2.38
Se -1.00 -3.42 1.86
C -0.45 -4.36 0.28
C -1.24 -4.32 -0.87
C -0.85 -4.99 -2.02
C 0.33 -5.71 -2.05
C 1.11 -5.78 -0.90
C 0.72 -5.12 0.25
H -2.17 -3.78 -0.85
H -1.48 -4.94 -2.91
H 0.64 -6.23 -2.95
H 2.03 -6.36 -0.90
H 1.32 -5.20 1.15
C 2.60 3.19 0.67
N 1.16 3.02 0.72
C 0.30 4.09 0.76
C -1.02 3.92 0.95
C -1.56 2.59 1.17
O -2.75 2.41 1.42
N -0.65 1.55 1.13
C 0.64 1.77 0.90
O 1.42 0.77 0.92
H 2.82 4.26 0.75
H 3.01 2.81 -0.26
H 3.06 2.66 1.51
H 0.76 5.06 0.62
H -1.69 4.76 0.98
*
```


# 2
A cluster of 2 separate species, C3H7NO2 in total. Source: the OMol25 dataset; level of theory: ωB97M-V/def2-TZVPD.

Calculated values
- HOMO-LUMO gap: 11.05 eV
- DFT total energy: -8806.064 eV
- Relative energy (zero: lowest compared OMol25 entry of this formula, charge and spin): 430.83 kJ/mol

Geometry as ORCA input:
```
! wB97M-V def2-TZVPD RIJCOSX def2/J DEFGRID3
* xyz 0 1
H -3.37 -0.65 0.26
N -2.53 -0.31 -0.19
C -1.46 -0.58 0.41
O -0.91 -1.20 1.44
C -0.04 -0.45 0.25
O 0.61 0.66 0.59
C 2.00 0.70 0.30
H 0.50 -1.17 -0.37
H 2.16 1.07 -0.72
H 2.47 -0.28 0.42
H 2.44 1.41 1.00
H -0.58 0.46 -1.78
H -1.30 0.36 -1.60
*
```


# 3
The molecule C4H5ClO2 in a non-equilibrium geometry. Source: the OMol25 dataset; level of theory: ωB97M-V/def2-TZVPD.

Calculated values
- HOMO-LUMO gap: 9.58 eV
- DFT total energy: -20845.028 eV
- Relative energy (zero: lowest compared OMol25 entry of this formula, charge and spin): 33.49 kJ/mol

Geometry as ORCA input:
```
! wB97M-V def2-TZVPD RIJCOSX def2/J DEFGRID3
* xyz 0 1
C -1.68 -0.35 -0.39
C -0.27 0.26 -0.16
O -0.20 1.59 -0.50
C 0.76 -0.35 0.50
Cl 0.53 -1.91 1.31
C 2.22 0.07 0.63
O 3.05 -0.40 1.35
H -2.45 0.33 -0.26
H -1.93 -1.28 0.29
H -1.68 -0.64 -1.43
H -0.73 1.83 -1.23
H 2.40 0.85 -0.10
*
```


# 4
A cluster of 4 separate species, C3H6Cl2N2O2 in total in a non-equilibrium geometry. Source: the OMol25 dataset; level of theory: ωB97M-V/def2-TZVPD.

Calculated values
- HOMO-LUMO gap: 10.53 eV
- DFT total energy: -35326.942 eV
- Relative energy (zero: lowest compared OMol25 entry of this formula, charge and spin): 137.10 kJ/mol

Geometry as ORCA input:
```
! wB97M-V def2-TZVPD RIJCOSX def2/J DEFGRID3
* xyz 0 1
C 2.90 -1.92 0.32
C 3.26 2.23 -1.96
C 1.88 2.22 1.35
N 3.79 1.24 -2.15
N -3.45 -3.44 -3.35
O 3.85 -1.36 0.06
O 2.01 -2.63 0.52
Cl 1.34 1.04 0.14
Cl 3.02 1.41 2.50
H 1.18 2.57 2.12
H 2.22 3.00 0.73
H 4.10 0.32 -2.38
H -2.95 -4.25 -3.29
H -3.76 -3.22 -2.41
H -3.03 -2.52 -3.43
*
```


# 5
A structure of composition C43H41FGaN4O4S2. Source: the OMol25 dataset; level of theory: ωB97M-V/def2-TZVPD.

Calculated values
- HOMO-LUMO gap: 5.07 eV
- DFT total energy: -136166.499 eV
- Relative energy (zero: lowest compared OMol25 entry of this formula, charge and spin): 56.32 kJ/mol

Geometry as ORCA input:
```
! wB97M-V def2-TZVPD RIJCOSX def2/J DEFGRID3
* xyz 1 1
Ga 0.17 -1.57 0.18
C -6.98 -2.18 3.62
C -6.64 -0.96 2.77
N -5.20 -0.78 2.58
C -4.64 -1.19 1.41
C -3.31 -1.19 1.13
C -2.93 -1.70 -0.25
O -3.83 -1.90 -1.05
O -1.68 -1.91 -0.44
C -2.38 -0.72 2.12
O -1.15 -0.68 2.03
C -3.01 -0.21 3.36
C -2.18 0.33 4.35
C -2.72 0.79 5.51
F -1.90 1.26 6.48
C -4.10 0.76 5.75
C -4.92 0.23 4.77
C -4.39 -0.27 3.57
N -4.69 1.24 6.95
C -5.15 0.22 7.88
C -6.21 0.80 8.80
N -5.64 2.01 9.50
C -5.12 3.03 8.52
C -4.08 2.36 7.64
H -8.06 -2.27 3.74
H -6.52 -2.11 4.61
H -6.61 -3.09 3.14
H -7.06 -0.05 3.20
H -7.08 -1.07 1.78
H -5.31 -1.55 0.65
H -1.11 0.34 4.18
H -5.98 0.23 4.95
H -4.31 -0.17 8.49
H -5.58 -0.61 7.34
H -6.53 0.09 9.55
H -7.07 1.15 8.23
H -4.86 1.71 10.09
H -6.34 2.42 10.12
H -4.71 3.87 9.08
H -5.98 3.36 7.93
H -3.22 2.06 8.26
H -3.72 3.10 6.92
C -0.08 -5.31 -4.09
C -0.60 -3.89 -4.32
C -1.15 -3.77 -5.75
C -1.74 -3.62 -3.34
C 0.54 -2.88 -4.15
C 1.65 -2.98 -5.00
C 2.70 -2.08 -4.95
C 2.65 -1.07 -4.01
S 3.82 0.21 -3.79
C 2.86 0.88 -2.50
N 1.71 0.13 -2.23
C 1.58 -0.97 -3.14
C 0.51 -1.86 -3.21
C 2.29 2.38 -0.75
C 2.50 3.55 0.01
C 1.63 3.90 1.00
C 0.50 3.10 1.27
C 0.27 1.97 0.54
C 1.16 1.57 -0.49
H -0.88 -6.03 -4.26
H 0.27 -5.43 -3.06
H 0.75 -5.56 -4.76
H -2.04 -4.39 -5.86
H -0.42 -4.10 -6.50
H -1.42 -2.74 -5.98
H -2.52 -4.38 -3.48
H -2.21 -2.65 -3.50
H -1.42 -3.67 -2.30
H 1.69 -3.77 -5.74
H 3.54 -2.17 -5.63
H -0.33 -1.73 -2.54
H 3.36 4.18 -0.21
H 1.80 4.80 1.57
H -0.19 3.39 2.06
H -0.59 1.35 0.74
C 8.70 7.87 -2.48
C 7.62 6.83 -2.34
O 6.57 7.02 -1.80
S 8.12 5.25 -3.05
C 6.68 4.27 -2.70
C 5.55 4.37 -3.51
C 4.42 3.62 -3.21
C 4.41 2.77 -2.12
C 5.55 2.66 -1.33
C 6.68 3.41 -1.62
C 3.18 1.99 -1.79
C 0.86 0.38 -1.22
H 8.25 8.86 -2.54
H 9.33 7.69 -3.35
H 9.33 7.83 -1.59
H 5.56 5.04 -4.36
H 3.54 3.70 -3.84
H 5.55 1.98 -0.48
H 7.57 3.32 -1.00
*
```


# 6
A structure of composition C4H8O2. Source: the OMol25 dataset; level of theory: ωB97M-V/def2-TZVPD.

Calculated values
- HOMO-LUMO gap: 9.54 eV
- DFT total energy: -8366.746 eV
- Relative energy (zero: lowest compared OMol25 entry of this formula, charge and spin): 630.60 kJ/mol

Geometry as ORCA input:
```
! wB97M-V def2-TZVPD RIJCOSX def2/J DEFGRID3
* xyz 0 1
C 2.08 0.39 -0.04
C 0.92 -0.47 0.32
O -0.04 0.16 1.24
C -0.47 -0.19 0.04
C -1.59 0.33 -0.75
O -2.68 0.49 -0.10
H 1.75 1.41 -0.19
H 2.58 0.02 -0.94
H 2.79 0.36 0.80
H 1.08 -1.52 0.56
H -1.76 -1.41 0.85
H -1.58 0.08 -1.82
H -0.77 1.19 -0.71
H -2.31 -0.83 0.74
*
```


# 7
A structure of composition C11H23Cl2NNbO6S2 in a non-equilibrium geometry. Source: the OMol25 dataset; level of theory: ωB97M-V/def2-TZVPD.

Calculated values
- HOMO-LUMO gap: 6.85 eV
- DFT total energy: -73812.464 eV

Geometry as ORCA input:
```
! wB97M-V def2-TZVPD RIJCOSX def2/J DEFGRID3
* xyz -1 1
C 0.56 -3.09 0.92
C 0.31 -3.72 -0.49
Cl 1.77 -4.52 -1.27
C -0.93 -3.73 -1.14
Cl -0.95 -4.56 -2.78
Nb -2.82 -2.80 -0.25
O -3.52 -4.75 0.16
N -2.41 -5.55 0.06
O -2.04 -5.91 1.14
H -0.07 -2.19 1.15
H 0.44 -3.87 1.71
H 1.64 -2.72 0.91
H -3.55 -2.81 -1.92
H -4.33 -2.02 0.43
H -2.14 -2.74 1.45
H -2.07 -1.16 -0.56
C -0.97 3.33 2.30
C -0.98 3.33 0.77
C -1.38 1.92 0.32
S -2.41 1.25 1.62
O -1.72 0.13 2.21
O -3.77 1.17 1.15
C -2.27 2.65 2.72
H -0.90 4.34 2.71
H -0.12 2.76 2.67
H -1.71 4.06 0.41
H -0.01 3.61 0.37
H -1.95 1.95 -0.61
H -0.51 1.26 0.21
H -2.26 2.31 3.76
H -3.13 3.30 2.55
C 3.82 0.46 -2.05
C 3.54 1.91 -2.46
C 2.14 2.26 -1.95
S 1.86 1.24 -0.51
O 0.79 0.31 -0.81
O 1.85 2.07 0.67
C 3.40 0.35 -0.59
H 4.88 0.20 -2.18
H 3.23 -0.22 -2.66
H 4.28 2.57 -1.99
H 3.61 2.05 -3.54
H 2.06 3.31 -1.67
H 1.37 2.02 -2.69
H 3.26 -0.67 -0.26
H 4.11 0.86 0.06
*
```


# 8
A structure of composition C42H48BBrCaIN6P2. Source: the OMol25 dataset; level of theory: ωB97M-V/def2-TZVPD.

Calculated values
- HOMO-LUMO gap: 8.83 eV
- DFT total energy: -169111.255 eV
- Relative energy (zero: lowest compared OMol25 entry of this formula, charge and spin): 106.30 kJ/mol

Geometry as ORCA input:
```
! wB97M-V def2-TZVPD RIJCOSX def2/J DEFGRID3
* xyz 1 1
Ca 0.11 0.41 0.17
C 1.92 2.21 4.99
C 1.01 1.31 4.24
C 0.11 0.41 4.75
C -0.52 -0.17 3.65
N 0.01 0.31 2.51
N 0.94 1.25 2.89
B 1.81 2.11 1.93
N 0.94 3.11 1.10
N -0.06 2.79 0.22
C -0.60 3.96 -0.16
C 0.06 5.02 0.44
C 1.03 4.45 1.24
C 2.01 5.17 2.11
C -1.74 4.11 -1.10
C -2.17 3.09 -1.94
C -3.20 3.30 -2.84
C -3.84 4.52 -2.90
C -3.44 5.54 -2.05
C -2.40 5.34 -1.16
N 2.78 1.26 1.06
N 2.45 0.30 0.13
C 3.60 -0.22 -0.31
C 4.68 0.41 0.32
C 4.13 1.34 1.17
C 4.86 2.27 2.08
C 3.74 -1.31 -1.29
C 5.02 -1.77 -1.62
C 5.21 -2.84 -2.47
C 4.11 -3.50 -3.01
C 2.84 -3.05 -2.72
C 2.66 -1.96 -1.87
C -1.60 -1.17 3.75
C -2.25 -1.33 4.97
C -3.21 -2.31 5.15
C -3.53 -3.17 4.10
C -2.90 -3.01 2.88
C -1.96 -2.00 2.70
H 1.76 2.06 6.06
H 2.97 2.01 4.78
H 1.73 3.26 4.77
H -0.07 0.22 5.79
H 2.49 2.77 2.62
H -0.11 6.07 0.31
H 1.87 6.24 1.98
H 1.87 4.93 3.16
H 3.03 4.92 1.84
H -1.67 2.13 -1.89
H -3.50 2.51 -3.52
H -4.65 4.68 -3.60
H -3.93 6.50 -2.08
H -2.11 6.14 -0.51
H 5.73 0.24 0.19
H 5.93 2.11 1.94
H 4.64 3.31 1.86
H 4.62 2.09 3.12
H 5.89 -1.29 -1.19
H 6.21 -3.18 -2.69
H 4.25 -4.35 -3.66
H 1.98 -3.55 -3.13
H 1.65 -1.62 -1.65
H -2.01 -0.68 5.80
H -3.70 -2.41 6.10
H -4.26 -3.95 4.24
H -3.13 -3.67 2.06
H -1.48 -1.89 1.74
C 0.56 -1.11 -4.18
P -0.23 0.00 -2.94
C 0.01 1.59 -3.83
C -1.97 -0.54 -3.26
C -3.09 -0.13 -2.30
P -2.74 -0.34 -0.49
C -3.80 -1.78 -0.12
C -3.75 0.98 0.29
H 0.14 -0.89 -5.16
H 0.37 -2.15 -3.94
H 1.63 -0.95 -4.20
H -0.72 1.71 -4.64
H 1.00 1.55 -4.27
H -0.04 2.46 -3.18
H -1.90 -1.63 -3.25
H -2.24 -0.26 -4.28
H -3.97 -0.74 -2.52
H -3.40 0.90 -2.45
H -4.80 -1.59 -0.51
H -3.87 -1.93 0.96
H -3.41 -2.69 -0.57
H -4.76 0.99 -0.12
H -3.30 1.96 0.18
H -3.81 0.75 1.36
Br 1.79 -6.79 1.16
C 0.70 -6.13 -0.23
C 0.17 -7.05 -1.13
C -0.64 -6.62 -2.17
C -0.92 -5.27 -2.32
C -0.39 -4.35 -1.43
C 0.42 -4.78 -0.38
I 1.16 -3.34 0.91
H 0.39 -8.10 -1.01
H -1.05 -7.34 -2.86
H -1.56 -4.93 -3.13
H -0.60 -3.30 -1.54
*
```


# 9
A structure of composition C29H44N3OSi2Ti. Source: the OMol25 dataset; level of theory: ωB97M-V/def2-TZVPD.

Calculated values
- HOMO-LUMO gap: 6.20 eV
- DFT total energy: -76153.230 eV
- Relative energy (zero: lowest compared OMol25 entry of this formula, charge and spin): 86.02 kJ/mol

Geometry as ORCA input:
```
! wB97M-V def2-TZVPD RIJCOSX def2/J DEFGRID3
* xyz 3 1
Ti 0.20 -0.16 0.06
C -1.10 -0.32 -3.02
C -1.54 0.41 -1.77
C -1.61 1.80 -1.77
C -2.38 2.50 -0.82
C -2.55 3.98 -0.96
C -3.02 1.78 0.17
C -2.92 0.39 0.26
C -3.78 -0.35 1.24
C -2.13 -0.29 -0.69
H -0.58 0.34 -3.70
H -2.00 -0.68 -3.53
H -0.50 -1.20 -2.81
H -1.17 2.35 -2.59
H -1.59 4.49 -0.98
H -3.16 4.39 -0.16
H -3.05 4.20 -1.91
H -3.68 2.30 0.87
H -3.67 -1.43 1.16
H -4.82 -0.12 1.03
H -3.60 -0.04 2.27
H -2.22 -1.38 -0.75
O 2.20 0.27 0.82
C 2.51 -0.04 2.19
C 1.30 -0.65 2.83
C 1.33 -1.02 4.16
C 0.21 -1.61 4.73
C -0.92 -1.82 3.94
C -0.88 -1.42 2.62
N 0.20 -0.84 2.07
H 2.97 0.10 0.26
H 2.81 0.87 2.71
H 3.34 -0.75 2.22
H 2.22 -0.86 4.75
H 0.21 -1.92 5.77
H -1.81 -2.28 4.34
H -1.73 -1.56 1.98
C 1.47 -4.72 -1.18
Si 0.03 -3.59 -0.87
C -0.85 -4.07 0.70
C -1.17 -3.65 -2.28
C 0.91 -1.84 -0.51
Si 2.14 -1.24 -1.89
C 3.88 -1.46 -1.22
C 1.81 0.65 -2.04
C 2.01 -2.04 -3.55
H 1.11 -5.75 -1.12
H 2.26 -4.62 -0.44
H 1.90 -4.59 -2.17
H -1.08 -5.13 0.61
H -1.80 -3.56 0.84
H -0.24 -3.96 1.60
H -0.74 -3.43 -3.26
H -1.49 -4.70 -2.33
H -2.07 -3.06 -2.15
H 1.60 -2.25 0.25
H 4.31 -0.66 -0.62
H 4.55 -1.53 -2.09
H 3.99 -2.40 -0.67
H 1.16 1.25 -1.38
H 1.44 0.85 -3.04
H 2.78 1.15 -1.96
H 2.63 -2.94 -3.56
H 2.42 -1.36 -4.31
H 1.01 -2.31 -3.86
N -0.79 3.30 2.57
C -0.63 2.03 2.20
N 0.04 1.90 1.07
C 0.37 3.21 0.68
C 1.08 3.73 -0.41
C 1.19 5.10 -0.51
C 0.63 5.97 0.44
C -0.06 5.48 1.53
C -0.17 4.10 1.62
H -1.24 3.63 3.41
H -1.03 1.23 2.80
H 1.55 3.12 -1.15
H 1.74 5.52 -1.35
H 0.75 7.04 0.31
H -0.49 6.14 2.27
*
```